(1)
Below is a 2-piece molecular cluster, C4H8OS2 overall, with properties calculated with ωB97M-V/def2-TZVPD.

XYZ file:
```
15
C4H8OS2 | the OMol25 dataset | ωB97M-V/def2-TZVPD
S -1.336 1.082 -1.520
S 1.340 -0.956 -1.439
O 1.063 2.016 -0.006
C -0.959 -0.199 -0.492
C 1.032 0.678 0.631
C -1.977 -0.858 0.441
C 0.481 -0.545 -0.076
H 2.146 0.261 0.784
H -2.290 -1.985 -0.035
H -2.897 -0.363 0.159
H 1.624 1.125 -1.743
H 0.614 0.502 1.782
H 0.546 -1.621 0.352
H 2.106 1.796 -0.315
H -1.494 -0.935 1.475
```

## Properties
Frontier orbital gap   7.3 eV
Highest occupied orbital energy   -8.5 eV
E   -1028.56549 Eh
M   136.24 g mol⁻¹
Energy above the lowest of the compared OMol25 structures with the same formula, charge and spin   676.2 kJ/mol

=====

(2)
Below is a 2-piece molecular cluster, C4H8OS2 overall, with properties calculated with ωB97M-V/def2-TZVPD.

XYZ file:
```
15
C4H8OS2 | the OMol25 dataset | ωB97M-V/def2-TZVPD
S -0.844 -0.355 -2.023
S 1.055 1.670 -0.874
O 0.444 -0.578 3.337
C 0.754 -0.364 0.967
C -1.850 -1.740 -1.204
C 0.315 1.076 0.662
C 0.116 -0.797 2.201
H -2.691 -1.267 -0.682
H 1.796 -0.583 0.834
H -0.911 -1.150 1.907
H -2.317 -2.300 -2.036
H -0.769 0.882 0.789
H 0.324 -1.001 0.166
H -1.238 -2.407 -0.602
H 0.659 1.747 1.459
```

## Properties
Frontier orbital gap   6.0 eV
Highest occupied orbital energy   -9.2 eV
E   -1028.66642 Eh
M   136.24 g mol⁻¹
Energy above the lowest of the compared OMol25 structures with the same formula, charge and spin   411.2 kJ/mol

=====

(3)
Below is one molecule with the formula C4H8OS2, with properties calculated with ωB97M-V/def2-TZVPD.

XYZ file:
```
15
C4H8OS2 | the OMol25 dataset | ωB97M-V/def2-TZVPD
S 1.650 0.223 1.309
S 0.944 1.496 -0.275
O 0.541 -0.146 2.165
C 1.191 -1.327 -1.126
C -0.562 0.489 -0.664
C -1.653 0.552 0.478
C -0.093 -0.900 -0.905
H 1.920 -0.556 -1.184
H -0.793 -1.697 -0.838
H -2.615 0.043 0.206
H -1.881 1.634 0.569
H -1.128 0.752 -1.590
H -1.238 0.285 1.417
H 2.191 1.476 1.849
H 1.525 -2.323 -1.409
```

## Properties
Frontier orbital gap   9.6 eV
Highest occupied orbital energy   -9.2 eV
E   -1028.72664 Eh
M   136.24 g mol⁻¹
Energy above the lowest of the compared OMol25 structures with the same formula, charge and spin   253.1 kJ/mol

=====

(4)
Below is a 2-piece molecular cluster, C4H8OSi overall, with properties calculated with ωB97M-V/def2-TZVPD.

XYZ file:
```
14
C4H8OSi | the OMol25 dataset | ωB97M-V/def2-TZVPD
Si 0.829 -1.135 0.365
O -0.470 -2.131 0.400
C 0.666 0.326 1.612
C -2.052 1.113 -1.581
C -3.080 1.751 -1.391
C 2.034 -1.316 -0.878
H 2.188 -2.180 -1.507
H -1.263 -1.905 0.950
H 1.585 0.975 1.417
H -0.238 1.018 1.439
H 3.077 -0.858 -0.934
H -3.948 2.275 -1.676
H -1.204 0.536 -1.337
H 0.556 -0.124 2.657
```

## Properties
SMILES string   C=[Si](C)O.C#C
Frontier orbital gap   8.4 eV
Highest occupied orbital energy   -8.1 eV
E   -521.82653 Eh
M   100.19 g mol⁻¹
Energy above the lowest of the compared OMol25 structures with the same formula, charge and spin   291.3 kJ/mol

=====

(5)
Below is one molecule with the formula C4H8S, with properties calculated with ωB97M-V/def2-TZVPD.

XYZ file:
```
13
C4H8S | the OMol25 dataset | ωB97M-V/def2-TZVPD
S -1.897 -0.135 -0.739
C 0.522 1.276 -0.360
C 0.798 -1.219 -0.338
C -1.264 -0.096 1.011
C -0.181 -0.114 0.041
H -0.060 1.906 0.192
H 0.368 -2.214 -0.368
H -1.431 0.855 1.485
H 1.448 1.420 -0.040
H 1.182 -1.012 -1.417
H 1.700 -1.144 0.288
H 0.273 1.446 -1.418
H -1.460 -0.969 1.664
```

## Properties
SMILES string   CC1(C)CS1
Frontier orbital gap   9.6 eV
Highest occupied orbital energy   -8.7 eV
E   -555.34191 Eh
M   88.18 g mol⁻¹
Energy above the lowest of the compared OMol25 structures with the same formula, charge and spin   73.6 kJ/mol

=====

(6)
Below is one molecule with the formula C4H8S, with properties calculated with ωB97M-V/def2-TZVPD.

XYZ file:
```
13
C4H8S | the OMol25 dataset | ωB97M-V/def2-TZVPD
S -1.998 -0.407 -0.195
C 0.624 -0.890 0.619
C 0.700 -0.797 -0.814
C -0.145 1.482 -0.027
C -0.347 -0.049 -0.131
H 0.314 -1.862 1.094
H 0.507 -1.656 -1.516
H 0.901 1.592 0.342
H 1.512 -0.135 -1.270
H -2.254 -0.845 1.052
H -0.944 1.957 0.558
H -0.282 1.964 -0.961
H 1.413 -0.353 1.250
```

## Properties
SMILES string   CC1(S)CC1
Frontier orbital gap   9.8 eV
Highest occupied orbital energy   -8.9 eV
E   -555.33414 Eh
M   88.18 g mol⁻¹
Energy above the lowest of the compared OMol25 structures with the same formula, charge and spin   94.0 kJ/mol

=====

(7)
Below is C4H8S2 as an isolated structure, with properties calculated with ωB97M-V/def2-TZVPD.

XYZ file:
```
14
C4H8S2 | the OMol25 dataset | ωB97M-V/def2-TZVPD
S -0.612 -1.470 0.028
S -3.334 -0.930 -0.123
C 0.948 -0.658 0.584
C -1.895 -0.304 0.011
C -1.615 1.192 0.036
C 1.989 -0.431 -0.492
H 1.753 0.474 -1.156
H -1.304 1.461 -0.990
H 2.973 -0.130 -0.135
H -2.450 1.744 0.461
H -0.766 1.439 0.708
H 2.018 -1.323 -1.199
H 1.405 -1.379 1.242
H 0.891 0.315 1.025
```

## Properties
Frontier orbital gap   8.7 eV
Highest occupied orbital energy   -8.5 eV
E   -953.54559 Eh
M   120.24 g mol⁻¹
Energy above the lowest of the compared OMol25 structures with the same formula, charge and spin   107.8 kJ/mol

=====

(8)
Below is a 3-piece molecular cluster, C4H8S2Si overall, with properties calculated with ωB97M-V/def2-TZVPD.

XYZ file:
```
15
C4H8S2Si | the OMol25 dataset | ωB97M-V/def2-TZVPD
S -2.976 -0.582 -0.134
S -2.068 1.241 -0.144
Si -1.295 -2.016 0.295
C 0.563 1.893 0.315
C 1.353 -1.125 1.042
C -0.016 -0.567 0.729
C -0.382 0.706 0.415
H 1.871 -1.366 0.077
H -1.299 -0.852 -3.863
H -1.267 -0.954 -2.967
H 1.904 -0.477 1.593
H 1.477 1.491 0.830
H 0.745 1.945 -0.701
H 0.050 2.725 0.811
H 1.341 -2.063 1.702
```

## Properties
Frontier orbital gap   7.9 eV
Highest occupied orbital energy   -8.4 eV
E   -1242.99257 Eh
M   148.33 g mol⁻¹
Energy above the lowest of the compared OMol25 structures with the same formula, charge and spin   390.6 kJ/mol

=====

(9)
Below is one molecule with the formula C4H8S2Si, with properties calculated with ωB97M-V/def2-TZVPD.

XYZ file:
```
15
C4H8S2Si | the OMol25 dataset | ωB97M-V/def2-TZVPD
S 0.694 1.909 -0.803
S 0.943 -1.462 -0.314
Si -0.498 0.290 -0.292
C 2.962 0.416 0.248
C -1.165 0.130 1.473
C -1.863 -0.079 -1.519
C 2.521 -0.775 0.377
H -1.500 0.124 -2.569
H -2.066 0.655 1.339
H -0.596 0.670 2.274
H -1.338 -0.907 1.702
H -2.125 -1.216 -1.451
H -2.656 0.590 -1.555
H 3.068 -1.564 0.971
H 3.619 1.220 0.118
```

## Properties
Frontier orbital gap (spin up / spin down)   6.5 / 7.6 eV
Highest occupied orbital energy (spin up / spin down)   -8.7 / -8.8 eV
E   -1242.99314 Eh
M   148.33 g mol⁻¹
Energy above the lowest of the compared OMol25 structures with the same formula, charge and spin   389.1 kJ/mol

=====

(10)
Below is a 2-piece molecular cluster, C4H8S3 overall, with properties calculated with ωB97M-V/def2-TZVPD.

XYZ file:
```
15
C4H8S3 | the OMol25 dataset | ωB97M-V/def2-TZVPD
S 0.837 0.277 1.910
S 3.254 -1.215 -1.021
S 0.346 1.858 -0.706
C 0.060 0.141 -0.745
C -0.253 -0.901 -1.587
C -1.741 0.661 0.973
C -0.265 0.615 0.569
H 2.786 -0.565 0.007
H -2.279 0.744 0.071
H -1.830 1.633 1.433
H -2.269 -0.046 1.560
H 2.194 -1.254 -1.714
H -0.068 0.483 2.951
H -0.294 -0.723 -2.665
H -0.479 -1.707 -1.037
```

## Properties
SMILES string   C=C1S[C@]1(C)S.S
Frontier orbital gap   9.1 eV
Highest occupied orbital energy   -8.6 eV
E   -1351.67022 Eh
M   152.31 g mol⁻¹
Energy above the lowest of the compared OMol25 structures with the same formula, charge and spin   234.5 kJ/mol

=====

(11)
Below is C4H8S3 as an isolated structure, with properties calculated with ωB97M-V/def2-TZVPD.

XYZ file:
```
15
C4H8S3 | the OMol25 dataset | ωB97M-V/def2-TZVPD
S -1.402 -1.471 0.009
S -1.900 2.524 0.408
S 0.470 0.220 -1.924
C 1.979 -0.375 -1.245
C -0.836 -0.821 1.699
C -0.890 0.075 -0.800
C -0.704 1.510 0.028
H 2.822 0.753 -1.032
H 0.378 1.532 0.509
H 1.317 -0.976 -0.146
H 2.515 -1.367 -2.269
H -1.410 -1.457 2.659
H -0.977 0.549 1.804
H 0.324 -1.235 1.819
H -1.685 0.539 -1.518
```

## Properties
Frontier orbital gap   7.7 eV
Highest occupied orbital energy   -8.5 eV
E   -1351.46236 Eh
M   152.31 g mol⁻¹
Energy above the lowest of the compared OMol25 structures with the same formula, charge and spin   780.2 kJ/mol

=====

(12)
Below is one molecule with the formula C4H8S4, with properties calculated with ωB97M-V/def2-TZVPD.

XYZ file:
```
16
C4H8S4 | the OMol25 dataset | ωB97M-V/def2-TZVPD
S -1.556 0.834 -1.847
S 1.557 -2.196 -1.012
S 1.789 0.680 0.924
S -1.426 1.979 1.563
C -0.949 0.256 1.251
C 0.212 0.082 0.302
C 0.012 0.265 -1.188
C 0.192 -1.116 -0.631
H 2.495 -1.252 -1.088
H -0.748 -1.715 -0.558
H -1.887 -0.212 0.826
H 2.001 -0.327 1.731
H -0.264 2.336 2.128
H 0.893 0.669 -1.711
H -0.729 -0.272 2.191
H -1.591 -0.012 -2.881
```

## Properties
SMILES string   SCC1(S)[C@H](S)[C@H]1S
Frontier orbital gap   9.4 eV
Highest occupied orbital energy   -8.9 eV
E   -1749.92019 Eh
M   184.38 g mol⁻¹
Energy above the lowest of the compared OMol25 structures with the same formula, charge and spin   65.7 kJ/mol